[1]
Molecular formula: C33H43N8O
Method: DFT, ωB97M-V/def2-TZVPD

Positions of all 85 atoms, in Å:
C -0.193 -0.093 0.183
O 0.868 -0.575 -0.529
H -0.243 0.978 0.018
H 0.057 -0.342 1.180
H -1.035 -0.686 -0.151
N -0.279 -3.536 -0.462
C -1.433 -3.634 0.283
C -2.049 -4.830 -0.297
C -1.054 -5.439 -1.183
C 0.033 -4.619 -1.275
H 0.402 -2.694 -0.295
H -1.816 -2.911 0.937
H -2.947 -5.213 0.076
H -1.244 -6.473 -1.622
H 0.990 -4.770 -1.811
N 0.515 3.437 3.204
C -0.409 3.233 2.098
C -0.989 4.427 1.886
C -0.513 5.374 2.832
C 0.451 4.687 3.735
H 1.056 2.676 3.624
H -0.501 2.338 1.515
H -1.687 4.628 1.047
H -0.902 6.363 2.923
H 0.954 5.020 4.541
N 2.689 1.135 -0.366
C 3.886 0.835 -0.938
C 4.718 1.939 -0.834
C 3.980 2.954 -0.272
C 2.590 2.413 0.076
H 1.954 0.360 -0.270
H 4.067 -0.124 -1.361
H 5.761 2.022 -1.164
H 4.405 3.985 -0.087
H 1.644 2.841 0.473
N 0.061 1.087 -2.647
C -1.239 1.114 -3.281
C -1.074 1.944 -4.520
C 0.283 2.344 -4.518
C 0.873 1.794 -3.454
H 0.359 0.570 -1.730
H -2.106 0.505 -2.885
H -1.761 2.238 -5.236
H 0.751 2.936 -5.269
H 1.892 1.889 -3.118
N -3.035 0.892 -0.559
C -2.785 2.206 -0.466
C -4.155 2.861 -0.334
C -5.117 1.793 -0.423
C -4.435 0.639 -0.514
H -2.427 0.097 -0.663
H -1.756 2.450 -0.421
H -4.383 3.889 -0.143
H -6.189 1.798 -0.369
H -4.841 -0.434 -0.376
N -3.509 0.495 2.315
C -4.682 0.774 3.024
C -4.691 -0.019 4.153
C -3.537 -0.844 4.156
C -2.720 -0.428 2.979
H -3.335 0.946 1.368
H -5.484 1.408 2.620
H -5.500 -0.003 4.873
H -3.148 -1.575 4.807
H -1.794 -0.657 2.573
N 2.257 -1.808 -2.663
C 2.019 -1.565 -4.025
C 2.914 -2.257 -4.738
C 3.786 -3.009 -3.877
C 3.414 -2.617 -2.422
H 1.601 -1.391 -1.861
H 1.252 -0.836 -4.204
H 2.943 -2.079 -5.773
H 4.666 -3.565 -4.113
H 3.768 -2.805 -1.489
N 2.198 -2.027 1.762
C 3.519 -1.866 1.988
C 3.784 -2.892 3.105
C 2.610 -3.585 3.311
C 1.644 -2.955 2.602
H 1.699 -1.394 1.119
H 4.009 -1.085 1.451
H 4.620 -2.980 3.642
H 2.408 -4.438 3.997
H 0.642 -3.260 2.535

Computed properties:
Strongest force on any atom   9.4 eV/Å
Net charge   -1
Gap between HOMO and LUMO   0.2855 hartree
Energy relative to the best compared isomer or geometry (same formula, charge and spin)   0.00 kcal per mole
Calculated total energy   -1796.3330 a.u.
Lowest unoccupied orbital energy   2.65 eV

---

[2]
Molecular formula: C33H44As2N4OPRuSTe
Method: DFT, ωB97M-V/def2-TZVPD

Positions of all 88 atoms, in Å:
Ru 0.059 -1.206 -0.679
C -4.016 -2.698 -0.712
C -2.721 -1.994 -0.938
N -1.713 -2.114 -0.144
N -1.858 -2.827 0.994
C -0.757 -3.050 1.647
N -0.786 -3.621 2.854
S 0.825 -2.498 1.058
C -2.488 -1.138 -2.097
C -3.462 -0.866 -3.050
C -3.137 -0.128 -4.174
C -1.848 0.360 -4.313
C -0.938 0.093 -3.311
N -1.244 -0.639 -2.236
H -3.963 -3.295 0.189
H -4.239 -3.353 -1.558
H -4.840 -1.987 -0.618
H -1.620 -4.134 3.105
H 0.079 -3.984 3.223
H -4.463 -1.248 -2.899
H -3.879 0.063 -4.938
H -1.563 0.949 -5.174
H 0.077 0.466 -3.359
C 1.394 -4.570 -2.606
As 0.954 -2.687 -2.710
C 0.135 -2.570 -4.472
C 2.675 -1.883 -3.166
C 3.359 -2.355 -4.286
C 4.562 -1.786 -4.668
C 5.104 -0.747 -3.921
C 4.429 -0.276 -2.807
C 3.208 -0.834 -2.437
As 2.321 -0.274 -0.819
C 2.717 1.608 -0.612
C 3.619 -1.023 0.417
H 1.941 -4.863 -3.498
H 0.468 -5.140 -2.545
H 1.989 -4.765 -1.717
H 0.561 -3.339 -5.112
H 0.340 -1.591 -4.895
H -0.943 -2.715 -4.415
H 2.948 -3.171 -4.869
H 5.076 -2.151 -5.547
H 6.051 -0.307 -4.204
H 4.859 0.526 -2.220
H 3.790 1.750 -0.508
H 2.223 1.954 0.297
H 2.343 2.177 -1.460
H 4.615 -0.715 0.103
H 3.560 -2.109 0.406
H 3.428 -0.662 1.426
C -2.225 2.708 -1.910
P -1.623 2.257 -0.273
C -0.864 3.774 0.329
C -3.135 1.946 0.663
O -0.662 1.100 -0.212
H -2.774 3.649 -1.829
H -2.899 1.942 -2.289
H -1.392 2.842 -2.599
H -1.629 4.490 0.628
H -0.271 4.209 -0.477
H -0.204 3.559 1.167
H -3.559 2.884 1.024
H -2.929 1.290 1.508
H -3.864 1.466 0.007
Te -0.209 0.067 2.938
C 1.367 1.437 3.317
C 1.149 2.810 3.337
C 2.196 3.677 3.621
C 3.467 3.176 3.871
C 3.686 1.808 3.851
C 2.638 0.935 3.582
C -1.597 0.916 4.310
C -1.912 0.169 5.441
C -2.837 0.655 6.357
C -3.456 1.877 6.143
C -3.135 2.627 5.020
C -2.211 2.147 4.102
H 0.161 3.206 3.152
H 2.016 4.744 3.653
H 4.280 3.856 4.091
H 4.673 1.414 4.061
H 2.801 -0.135 3.618
H -1.424 -0.781 5.617
H -3.072 0.072 7.238
H -4.192 2.245 6.845
H -3.608 3.586 4.852
H -1.982 2.736 3.222

Computed properties:
2S+1   2
Strongest force on any atom   1.4 eV/Å
Net charge   +2
Gap between HOMO and LUMO (alpha / beta)   0.2102 / 0.1931 hartree
Energy relative to the best compared isomer or geometry (same formula, charge and spin)   44.83 kcal per mole
Calculated total energy   -7151.7207 a.u.
Lowest unoccupied orbital energy (alpha / beta)   -6.28 / -6.73 eV

---

[3]
Molecular formula: C33H44BrF27N2O8PS2
Method: DFT, ωB97M-V/def2-TZVPD

Positions of all 118 atoms, in Å:
C 3.392 4.201 -0.435
C 1.943 3.792 -0.218
F 1.228 4.931 0.030
C 1.842 2.819 0.983
C 0.969 1.645 0.799
N -0.294 1.580 1.114
S -1.247 2.832 1.865
O -2.465 2.280 2.336
O -0.412 3.383 2.875
C -1.708 4.277 0.721
F -0.971 5.310 1.122
F -2.983 4.544 1.038
C -1.642 4.094 -0.837
F -2.847 3.822 -1.332
F -0.783 3.122 -1.193
F -1.222 5.246 -1.361
C -0.791 0.194 0.862
Br -0.650 -0.551 2.720
C -2.286 -0.016 0.540
C -2.961 1.015 -0.374
C -4.356 0.524 -0.769
F -4.876 -0.283 0.178
F -5.186 1.586 -0.867
C -4.394 -0.254 -2.093
F -3.566 -1.312 -2.037
F -5.643 -0.760 -2.216
C -4.116 0.596 -3.378
F -3.082 0.020 -4.019
F -3.765 1.858 -3.093
C -5.285 0.638 -4.396
F -6.375 1.200 -3.868
F -4.863 1.437 -5.401
F -5.542 -0.559 -4.916
C 0.211 -0.467 -0.101
C 0.065 -2.003 0.081
C 1.296 -2.769 0.591
C 1.255 -4.252 0.249
F 1.787 -5.007 1.216
F -0.070 -4.599 0.193
C 1.811 -4.617 -1.152
F 1.239 -5.766 -1.544
F 1.450 -3.684 -2.052
S 3.684 -4.882 -1.244
F 3.883 -3.573 -2.111
F 3.922 -4.002 0.054
F 3.525 -6.187 -0.391
F 3.491 -5.699 -2.578
F 5.226 -5.150 -1.318
C -0.242 -0.178 -1.528
O 0.695 -0.721 -2.437
C 0.287 -0.702 -3.736
F -0.624 -1.655 -3.952
F 1.345 -0.943 -4.501
F -0.229 0.483 -4.079
C 1.519 0.278 0.289
O 2.290 -0.132 1.384
P 2.871 0.559 -1.014
N 3.436 -0.693 -1.756
H 3.995 3.405 -0.845
H 3.386 4.993 -1.174
H 3.799 4.631 0.471
H 1.604 3.365 -1.155
H 2.836 2.440 1.186
H 1.566 3.405 1.854
H -2.448 -1.000 0.121
H -2.832 -0.003 1.468
H -2.410 1.254 -1.275
H -3.162 1.952 0.127
H -0.201 -2.441 -0.871
H -0.755 -2.265 0.731
H 2.247 -2.323 0.327
H 1.266 -2.759 1.680
H -0.357 0.891 -1.723
H -1.209 -0.636 -1.710
H 1.795 -0.712 1.979
H 3.886 1.147 -0.236
H 2.380 1.494 -1.955
H 2.973 -1.553 -1.496
C -0.848 2.332 7.032
C -0.810 0.966 6.401
O -0.968 0.820 5.207
C -0.568 -0.206 7.315
H -1.030 3.082 6.265
H -1.649 2.379 7.771
H 0.104 2.545 7.520
H -1.357 -0.263 8.065
H 0.396 -0.098 7.814
H -0.565 -1.127 6.736
C 4.058 -8.952 0.897
C 3.802 -9.616 2.229
O 2.965 -9.193 2.990
C 4.640 -10.826 2.564
H 3.389 -8.106 0.790
H 5.090 -8.602 0.844
H 3.871 -9.657 0.085
H 5.697 -10.557 2.579
H 4.479 -11.609 1.822
H 4.356 -11.202 3.544
C -9.166 2.455 -2.969
C -10.417 3.157 -3.446
O -11.458 3.063 -2.845
C -10.301 3.978 -4.708
H -9.389 1.904 -2.059
H -8.817 1.757 -3.730
H -8.384 3.187 -2.760
H -9.996 3.344 -5.541
H -9.565 4.772 -4.572
H -11.265 4.425 -4.938
C 7.469 3.139 0.445
C 7.082 4.595 0.546
O 6.149 5.046 -0.079
C 7.913 5.460 1.459
H 6.797 2.630 -0.244
H 8.489 3.047 0.071
H 7.402 2.665 1.425
H 8.951 5.463 1.126
H 7.864 5.081 2.481
H 7.532 6.478 1.439

Computed properties:
Strongest force on any atom   3.6 eV/Å
Net charge   +1
Gap between HOMO and LUMO   0.2072 hartree
Calculated total energy   -8403.0035 a.u.
Lowest unoccupied orbital energy   -5.18 eV

---

[4]
Molecular formula: C33H44HgN2O3
Method: DFT, ωB97M-V/def2-TZVPD

Positions of all 83 atoms, in Å:
C -1.018 4.466 -3.065
C -0.175 3.453 -4.020
C 1.375 3.977 -3.978
C 2.420 2.839 -3.510
C 2.043 2.171 -2.081
C 2.941 2.834 -0.905
C 3.823 1.624 -0.225
C 4.177 2.080 1.285
C 3.245 1.342 2.417
C 3.717 -0.190 2.582
C 2.706 -1.113 3.460
C 2.724 -0.816 5.045
C 1.896 0.482 5.526
C 0.423 0.639 4.893
C -0.719 -0.283 5.562
C -2.224 0.373 5.454
C -2.910 -0.038 4.035
C -4.285 -0.828 3.939
C -4.948 -1.278 2.551
C -4.187 -0.914 1.209
C -2.851 -0.100 1.322
C -2.183 0.359 2.683
C -2.095 0.252 -0.082
O -1.519 1.363 -0.297
C -2.117 -0.966 -1.166
C -0.863 -1.326 -2.029
C -0.986 -2.553 -3.050
N 0.261 -2.877 -3.821
C 0.723 -1.734 -4.311
O 1.319 -0.669 -4.606
C -2.329 -3.373 -3.198
C -2.384 -4.622 -4.243
N -1.852 -4.147 -5.571
C -0.735 -5.027 -6.060
C -3.604 -3.000 -2.310
C -3.491 -1.796 -1.283
C -4.694 -1.337 -0.283
O -5.912 -1.287 -0.648
H -0.603 5.550 -3.077
H -0.993 4.080 -1.981
H -2.121 4.492 -3.423
H -0.294 2.400 -3.540
H -0.564 3.393 -5.099
H 1.489 4.859 -3.224
H 1.639 4.361 -5.028
H 3.480 3.282 -3.397
H 2.463 2.050 -4.369
H 0.940 2.281 -1.778
H 2.250 1.029 -2.199
H 3.653 3.667 -1.257
H 2.205 3.190 -0.073
H 4.797 1.519 -0.859
H 3.272 0.619 -0.314
H 5.308 1.923 1.479
H 3.953 3.220 1.346
H 3.497 1.890 3.408
H 2.138 1.415 2.115
H 4.829 -0.290 2.919
H 3.697 -0.654 1.509
H 3.105 -2.204 3.334
H 1.659 -1.111 2.975
H 2.414 -1.776 5.594
H 3.837 -0.619 5.338
H 1.804 0.396 6.687
H 2.483 1.443 5.304
H 0.102 1.746 5.093
H 0.516 0.546 3.751
H -0.519 -0.487 6.681
H -0.763 -1.272 4.945
H -2.862 -0.163 6.270
H -2.239 1.503 5.653
H -4.887 -1.127 4.887
H -5.950 -1.850 2.513
H -1.204 0.956 2.590
H 0.101 -0.710 -1.869
H -1.716 -5.451 -3.774
H -3.447 -5.060 -4.323
H -2.631 -4.121 -6.266
H -0.239 -4.584 -7.000
H -1.095 -6.103 -6.314
H 0.047 -5.145 -5.215
H -4.589 -3.582 -2.380
Hg -4.692 -3.604 0.944

Computed properties:
Strongest force on any atom   9.0 eV/Å
Net charge   +2
Gap between HOMO and LUMO   0.0755 hartree
Energy relative to the best compared isomer or geometry (same formula, charge and spin)   328.39 kcal per mole
Calculated total energy   -1771.1625 a.u.
Lowest unoccupied orbital energy   -11.52 eV

---

[5]
Molecular formula: C33H44N4O6SSi2Ti
Method: DFT, ωB97M-V/def2-TZVPD

Positions of all 91 atoms, in Å:
Ti -0.024 0.117 -0.293
O 0.622 -3.869 -0.185
C 0.300 -2.794 0.266
O -0.296 -1.847 -0.415
C 0.517 -2.449 1.746
C -0.687 -1.651 2.260
C -0.736 -1.631 3.783
C 0.444 -0.686 4.119
C 0.941 -0.295 2.731
O -0.292 -0.280 1.943
C 1.694 -1.447 2.053
C 2.380 -0.916 0.795
O 3.321 -1.475 0.275
O 1.820 0.179 0.342
H 0.662 -3.379 2.289
H -1.618 -1.874 1.759
H -0.624 -2.631 4.199
H -1.686 -1.222 4.124
H 1.231 -1.167 4.698
H 0.108 0.194 4.666
H 1.435 0.667 2.651
H 2.445 -1.912 2.687
C -3.639 -0.980 0.678
Si -2.634 0.378 -0.202
C -3.181 0.250 -2.024
C -3.276 2.022 0.484
C -4.583 2.238 0.929
C -4.971 3.475 1.423
C -4.053 4.518 1.474
C -2.756 4.318 1.026
C -2.353 3.076 0.532
Si -0.635 2.706 -0.166
C 0.607 3.756 0.826
C -0.661 3.447 -1.924
H -4.696 -0.875 0.413
H -3.573 -0.907 1.766
H -3.328 -1.979 0.364
H -4.272 0.223 -2.097
H -2.787 -0.663 -2.479
H -2.828 1.108 -2.602
H -5.307 1.430 0.900
H -5.985 3.627 1.773
H -4.353 5.484 1.865
H -2.048 5.141 1.070
H 0.523 4.814 0.553
H 1.638 3.436 0.669
H 0.381 3.671 1.895
H -1.105 4.446 -1.888
H -1.256 2.845 -2.614
H 0.351 3.541 -2.331
C 2.692 1.722 -5.953
N 1.588 1.165 -5.202
N 1.588 1.120 -3.828
C 0.424 0.543 -3.413
O 0.188 0.338 -2.189
C -0.328 0.260 -4.568
C 0.424 0.662 -5.644
C 0.104 0.595 -7.096
C 2.694 1.532 -3.019
C 3.354 0.592 -2.246
C 4.382 1.012 -1.413
C 4.749 2.348 -1.379
C 4.085 3.281 -2.168
C 3.043 2.878 -2.984
H 3.623 1.494 -5.441
H 2.598 2.803 -6.064
H 2.708 1.257 -6.935
H -1.306 -0.189 -4.589
H -0.903 0.209 -7.227
H 0.792 -0.070 -7.621
H 0.160 1.580 -7.561
H 3.047 -0.446 -2.244
H 4.856 0.287 -0.766
H 5.534 2.668 -0.707
H 4.360 4.327 -2.124
H 2.487 3.597 -3.573
S 3.818 1.965 2.054
C 3.796 2.787 3.513
N 4.740 2.599 4.458
C 4.779 3.284 5.742
C 3.370 3.683 6.146
C 2.738 4.462 5.006
N 2.811 3.666 3.792
H 5.437 1.915 4.223
H 5.413 4.174 5.681
H 5.223 2.615 6.478
H 3.393 4.285 7.054
H 2.777 2.787 6.344
H 3.255 5.420 4.875
H 1.691 4.679 5.214
H 2.168 3.826 3.033

Computed properties:
Strongest force on any atom   0.6 eV/Å
Net charge   0
Gap between HOMO and LUMO   0.2571 hartree
Energy relative to the best compared isomer or geometry (same formula, charge and spin)   11.49 kcal per mole
Calculated total energy   -3781.1559 a.u.
Lowest unoccupied orbital energy   0.27 eV